ORCA calculation (wB97M-V/def2-TZVPD) on 10 unconnected molecules or ions with the total composition C12H44N8O10 at a distorted geometry.

Results
Frontier orbital gap in eV: 8.605
Max |F| in eV/Å: 12.7
Relative energy (zero: lowest compared OMol25 entry of this formula, charge and spin) in kJ/mol: 360.05

Last column: Löwdin charge in e.
Cartesian coordinates (Å):
C 3.3201 -1.2536 -0.7806  -0.079
C 4.8301 -1.4906 -0.5636  -0.285
O 4.9231 -1.2976 0.8124  -0.116
H 3.1821 -0.1396 -0.7526  0.061
H 2.6281 -1.7466 -0.0866  0.052
H 3.1081 -1.5836 -1.8616  0.103
H 5.4751 -0.8646 -1.0906  0.098
H 5.0861 -2.5156 -0.7836  0.104
H 5.8321 -1.4026 1.0954  0.104
C -2.3249 2.4924 -0.9446  -0.097
C -3.0879 3.6914 -0.5016  -0.382
O -4.4019 3.3654 -0.3106  -0.014
H -1.2419 2.7414 -1.1336  0.069
H -2.8719 2.0194 -1.7946  0.103
H -2.2529 1.7554 -0.1996  0.017
H -2.7879 4.4054 -1.2996  0.122
H -2.6429 4.0954 0.3964  0.096
H -4.8029 4.1504 0.0224  0.080
C 2.8941 1.4494 1.8994  -0.604
O 2.5591 1.7834 0.5864  -0.146
N 3.7521 0.5864 2.3194  0.181
N 2.4211 2.1774 2.8494  0.156
H 4.2091 0.0014 1.5744  0.084
H 4.0261 0.5314 3.2774  0.114
H 1.6791 2.8454 2.7214  0.089
H 2.7271 2.1044 3.8874  0.173
C -0.0569 -1.2796 3.6874  -0.663
O 0.6581 -0.5016 4.6724  -0.179
N -1.3619 -1.3526 3.6604  0.168
N 0.5211 -1.9996 2.9034  0.189
H -1.8359 -0.7486 4.3074  0.120
H -1.9739 -1.7536 2.9474  0.131
H 1.6091 -1.9706 2.8484  0.195
H 0.1781 -2.2836 2.0144  0.056
C 0.9621 1.6084 -2.6196  -0.590
O 1.5401 0.4004 -2.5046  -0.081
N 0.1851 2.0424 -3.6256  0.144
N 1.1831 2.5834 -1.7176  0.140
H -0.0919 3.0284 -3.6866  0.114
H 0.1821 1.5694 -4.5306  0.108
H 1.6401 2.3824 -0.8286  0.041
H 0.5181 3.3824 -1.6366  0.105
C -3.5109 -1.8006 -1.6806  -0.508
O -4.5029 -2.0066 -2.7456  -0.208
N -3.5699 -0.7386 -0.8476  0.166
N -2.5159 -2.6286 -1.4996  0.147
H -4.2449 0.0324 -0.9786  0.129
H -2.7939 -0.6556 -0.2006  0.037
H -2.4969 -3.4316 -2.0616  0.114
H -1.8989 -2.5416 -0.6626  0.095
C -0.2299 -0.4866 -0.0576  -0.101
O -1.4019 -0.4876 0.7474  -0.167
H 0.2641 0.4664 -0.0306  0.059
H -0.4079 -0.5916 -1.1176  0.076
H 0.4981 -1.1606 0.3904  0.059
H -1.2089 -0.4076 1.7034  0.055
C -0.9929 2.2784 2.6194  -0.167
O -0.6769 3.5474 3.1764  -0.099
H -0.2089 1.5224 2.5194  0.056
H -1.3499 2.2584 1.6124  0.043
H -1.7359 1.7734 3.2624  0.088
H -1.2689 4.1564 2.6804  0.090
C 0.1901 -3.9536 -0.2106  -0.129
O -0.8169 -3.5646 0.6944  -0.159
H 0.1741 -3.3736 -1.1406  0.081
H 0.0901 -5.0286 -0.3746  0.092
H 1.1771 -3.8656 0.2294  0.075
H -0.7369 -4.0666 1.5144  0.100
C -1.0409 -1.0966 -4.0286  -0.149
O -0.5419 -2.2726 -3.3846  -0.147
H -1.3779 -0.3666 -3.3086  0.058
H -1.7109 -1.3376 -4.8386  0.074
H -0.1569 -0.6706 -4.5796  0.076
H -1.0929 -2.5066 -2.6306  -0.016

=====

ORCA calculation (wB97M-V/def2-TZVPD) on a molecular structure, C12H45FeO11 at a distorted geometry.

Results
Frontier orbital gap (spin up / spin down) in eV: 6.775 / 6.697
Net charge: +1
Max |F| in eV/Å: 4.2
Multiplicity: 5
Relative energy (zero: lowest compared OMol25 entry of this formula, charge and spin) in kJ/mol: 153.66

Last column: Löwdin charge in e.
Cartesian coordinates (Å):
Fe 0.0453 2.8984 -2.4966  1.165
C -0.4029 0.0263 0.3627  -0.052
C -1.1125 0.2872 -1.0076  -0.324
O -1.1633 1.7024 -1.2739  -0.360
H 0.6631 0.1744 0.1899  0.043
H -0.5798 -0.9754 0.7542  0.070
H -0.7776 0.7320 1.1041  0.062
H -2.0956 -0.1819 -0.9697  0.100
H -0.5329 -0.1913 -1.7970  0.071
C -4.7460 -2.4884 0.5975  -0.067
C -3.3879 -2.5836 1.3202  -0.354
O -3.4362 -1.6778 2.3741  -0.058
H -5.5858 -2.4137 1.2883  0.077
H -4.9259 -3.2533 -0.1579  0.078
H -4.7183 -1.5023 0.1339  0.057
H -2.5297 -2.5639 0.6484  0.090
H -3.2942 -3.6252 1.6275  0.102
H -2.5380 -1.5158 2.6717  0.073
C -0.2281 3.9847 4.0656  -0.073
C -0.9438 3.0688 3.0209  -0.336
O -1.3096 3.7263 1.8273  -0.073
H -0.8487 4.8716 4.1932  0.075
H 0.7492 4.2761 3.6807  0.056
H -0.0790 3.5505 5.0542  0.070
H -1.7305 2.6263 3.6319  0.110
H -0.2980 2.2279 2.7683  0.069
H -2.0079 3.1657 1.4812  0.023
C 4.3638 -2.5145 1.9903  -0.060
C 3.8458 -1.7026 0.8291  -0.341
O 2.4532 -1.6654 0.7664  -0.106
H 4.8037 -3.4645 1.6869  0.076
H 3.5956 -2.7003 2.7408  0.080
H 5.1658 -1.9827 2.5023  0.077
H 4.2379 -1.9584 -0.1553  0.111
H 4.1310 -0.6543 0.9177  0.096
H 2.0488 -1.1889 1.4951  0.020
C -0.2359 -3.6801 -4.1271  -0.088
C -0.9437 -3.0217 -3.0069  -0.358
O -1.7901 -3.8713 -2.2217  -0.058
H 0.3893 -2.9390 -4.6250  0.072
H -0.9605 -4.0252 -4.8647  0.091
H 0.3588 -4.4990 -3.7224  0.083
H -1.5643 -2.2389 -3.4430  0.106
H -0.3047 -2.4455 -2.3377  0.090
H -1.2430 -4.6582 -2.1671  0.074
C 2.9225 2.7897 0.7695  -0.050
C 2.8440 3.3021 -0.6967  -0.239
O 1.8944 2.5457 -1.3987  -0.141
H 3.2832 3.5598 1.4514  0.081
H 3.6404 1.9948 0.9712  0.069
H 1.9205 2.5674 1.1365  0.073
H 3.8414 3.1658 -1.1148  0.124
H 2.6044 4.3591 -0.5808  0.126
H 1.9659 1.5934 -1.3012  0.052
O 2.8189 -0.1136 -1.9506  -0.022
H 3.0169 -0.3554 -1.0459  0.022
H 3.0166 -0.9007 -2.4581  0.079
O -3.4324 2.6075 0.2974  -0.033
H -4.0066 1.8631 0.4772  0.054
H -2.7816 2.2659 -0.3159  -0.015
O 0.8388 1.1801 -3.7058  -0.032
H 1.5060 0.6887 -3.2267  0.019
H 0.6706 0.6559 -4.4888  0.092
O 1.5257 -0.3900 3.0945  -0.024
H 0.6733 -0.7114 3.3884  0.059
H 1.7562 0.2911 3.7263  0.061
O -3.9544 0.3560 -3.5077  -0.037
H -3.3061 0.4307 -2.8075  -0.008
H -3.7958 1.1187 -4.0640  0.029

=====

ORCA calculation (wB97M-V/def2-TZVPD) on a molecular structure, C12H46F4HgN2O19S4 at a distorted geometry.

Results
Frontier orbital gap (spin up / spin down) in eV: 5.327 / 2.212
Net charge: +1
Max |F| in eV/Å: 12.5
Multiplicity: 2

Last column: Löwdin charge in e.
Cartesian coordinates (Å):
Hg -2.8983 2.2565 -0.3707  1.322
N -1.7196 4.0764 0.1323  -0.390
S -0.4898 4.7467 -0.4162  0.474
O 0.8226 4.4535 0.1862  -0.251
O -0.6668 6.0341 -1.0949  -0.224
F -0.4012 3.6590 -1.6559  -0.244
S -1.5581 4.8680 1.6373  0.687
O -1.4235 6.3373 1.6040  -0.205
O -0.8567 4.1106 2.6986  -0.263
F -3.1339 4.7218 2.0520  -0.198
N -1.4857 0.6856 -0.6946  -0.352
S -1.2596 -0.5228 -1.5456  0.421
O -1.4565 -1.8004 -0.8221  -0.299
O -0.3472 -0.5488 -2.6520  -0.200
F -2.6147 -0.5482 -2.3882  -0.178
S 0.1756 0.5878 -0.1431  0.616
O 1.1500 1.1490 -1.0432  -0.225
O 0.5340 -0.5356 0.7141  -0.229
F -0.0078 1.7470 0.9382  -0.176
C 0.7766 -4.2443 1.2022  0.033
O -0.2486 -4.4775 2.1490  0.246
H 1.1512 -5.2019 0.8405  0.118
H 0.2950 -3.6897 0.3969  0.132
H 1.5816 -3.6273 1.6014  0.137
H -0.5901 -3.6063 2.3633  0.088
C -5.0677 -1.6507 -3.9918  -0.136
O -5.6599 -0.5587 -3.3142  -0.125
H -4.9466 -2.5678 -3.4153  0.092
H -5.5943 -1.8304 -4.9291  0.087
H -4.0708 -1.3280 -4.2921  0.069
H -5.4950 0.2278 -3.8393  0.095
O 2.5387 0.8704 -3.4493  -0.051
H 1.8785 1.2361 -4.0380  0.043
H 2.2532 1.1347 -2.5747  -0.036
O -3.1315 1.7691 1.8632  -0.096
H -2.2854 1.3757 2.0769  0.002
H -3.6296 1.7251 2.6795  0.092
O -1.6110 -2.0057 2.0308  -0.047
H -1.7312 -1.1224 2.3794  0.003
H -1.5293 -1.8815 1.0852  -0.018
O -1.3491 0.4396 3.4942  -0.034
H -1.6393 0.1856 4.3702  0.082
H -0.5626 0.9641 3.6446  0.019
C 4.0573 -0.5726 0.9085  -0.077
C 4.1403 -2.0559 0.7736  -0.332
O 4.4394 -2.6697 2.0040  -0.059
H 3.8520 -0.2216 -0.1028  0.067
H 4.9493 -0.0148 1.1935  0.094
H 3.2398 -0.2212 1.5381  0.037
H 4.9292 -2.2579 0.0492  0.121
H 3.2155 -2.4701 0.3720  0.084
H 4.3687 -3.6135 1.8436  0.078
C 0.6193 -5.8054 -2.6928  -0.073
C 0.8510 -4.3526 -2.7337  -0.350
O 1.9323 -4.0153 -1.9274  -0.052
H 0.6007 -6.0667 -1.6348  0.066
H 1.3808 -6.4083 -3.1875  0.090
H -0.3459 -6.0940 -3.1091  0.088
H -0.0196 -3.7706 -2.4315  0.102
H 1.1343 -4.0039 -3.7268  0.128
H 2.1693 -3.0893 -2.0171  0.094
C 2.6206 1.1165 3.7071  -0.076
C 1.9481 2.4433 3.3460  -0.260
O 0.6083 2.3602 3.8535  -0.113
H 2.6444 0.9302 4.7808  0.081
H 3.6684 1.0168 3.4238  0.074
H 2.0966 0.2845 3.2368  0.056
H 1.9190 2.4614 2.2565  0.093
H 2.4650 3.3382 3.6925  0.126
H 0.1960 3.1504 3.4969  0.006
C -4.9157 -1.3164 0.9088  -0.056
C -5.5717 -0.0925 0.1780  -0.222
O -4.6267 0.4319 -0.7896  -0.165
H -5.6206 -1.8929 1.5078  0.079
H -4.1428 -1.0306 1.6222  0.047
H -4.5269 -2.0504 0.2030  0.076
H -5.7251 0.6594 0.9521  0.102
H -6.5387 -0.3409 -0.2594  0.124
H -4.7679 -0.0105 -1.6298  0.035
C 4.7828 2.4043 -1.5747  -0.080
C 3.9351 3.5539 -2.1206  -0.353
O 4.2667 4.6954 -1.4538  -0.054
H 4.4255 1.4322 -1.9145  0.047
H 4.6839 2.3865 -0.4893  0.062
H 5.8395 2.5167 -1.8173  0.082
H 2.8623 3.3953 -2.0103  0.091
H 4.1578 3.5827 -3.1872  0.121
H 4.1064 4.6640 -0.5078  0.090

=====

ORCA calculation (wB97M-V/def2-TZVPD) on 11 unconnected molecules or ions with the total composition C12H46N2O11 at a distorted geometry.

Results
Frontier orbital gap in eV: 8.912
Max |F| in eV/Å: 8.9
Relative energy (zero: lowest compared OMol25 entry of this formula, charge and spin) in kJ/mol: 279.91

Last column: Löwdin charge in e.
Cartesian coordinates (Å):
C -1.0231 -1.0606 1.6947  -0.052
C -0.6331 -0.5189 0.3190  -0.346
O 0.7263 -0.6056 0.1741  -0.111
H -0.8849 -0.2432 2.4192  0.060
H -0.4313 -1.8972 2.0548  0.062
H -2.1336 -1.3551 1.7286  0.095
H -0.9618 0.5182 0.1540  0.101
H -1.0662 -1.0811 -0.5258  0.083
H 1.0363 -0.2622 -0.6901  0.074
C 2.4322 0.4711 3.1835  -0.649
O 3.4350 0.6203 4.1106  -0.118
N 2.4921 -0.4662 2.3148  0.190
N 1.5276 1.4072 3.0021  0.145
H 3.3213 -1.0455 2.2589  0.131
H 1.7718 -0.6025 1.5867  0.069
H 1.4448 2.0480 3.8044  0.141
H 0.7811 1.3934 2.2812  0.101
C -0.0899 -4.1599 0.0389  -0.171
O 0.8354 -4.6891 -0.8608  -0.088
H -0.8142 -4.9143 0.3356  0.077
H -0.6657 -3.3520 -0.3951  0.044
H 0.4047 -3.7361 0.9918  0.102
H 0.5646 -4.4795 -1.7307  0.058
C 3.2024 -2.1604 -0.5398  -0.156
O 4.4267 -2.6625 -1.0178  -0.066
H 2.8511 -2.7581 0.2251  0.060
H 2.4717 -2.1360 -1.3125  0.059
H 3.4246 -1.1935 -0.2832  0.044
H 4.3289 -3.4325 -1.5266  0.051
C 2.1907 1.0447 -3.6191  -0.153
O 2.1420 0.2870 -2.4707  -0.137
H 2.9444 0.5703 -4.2520  0.093
H 2.5116 2.0803 -3.5352  0.089
H 1.2000 0.9887 -4.0236  0.071
H 1.7497 -0.5262 -2.8040  0.082
C -3.5648 -3.0182 -1.1902  -0.164
O -2.8099 -2.7608 -2.3342  -0.139
H -3.9084 -4.0040 -1.3811  0.069
H -4.3600 -2.2823 -1.0310  0.080
H -2.8702 -2.9984 -0.3025  0.075
H -3.2558 -2.0634 -2.8586  0.088
C 0.2715 3.0055 -0.1443  -0.140
O -0.9571 3.1158 -0.8658  -0.086
H 0.7785 3.9328 0.0679  0.091
H 0.9719 2.5032 -0.7787  0.058
H 0.1508 2.5151 0.7430  0.009
H -0.6397 3.1897 -1.7546  0.062
C 3.5023 2.1024 0.0984  -0.143
O 3.1775 2.8851 1.2555  -0.136
H 3.2525 2.6779 -0.7676  0.058
H 2.8160 1.2241 0.0764  0.054
H 4.5388 1.7828 0.1895  0.089
H 2.6656 2.2925 1.8308  0.006
C -4.2794 0.5077 0.4708  -0.170
O -4.1355 1.6810 -0.3028  -0.106
H -5.2936 0.0712 0.3348  0.085
H -4.2448 0.7031 1.5592  0.082
H -3.4565 -0.2163 0.2164  0.056
H -3.8233 2.3213 0.3232  0.055
C -1.9373 2.6107 3.7969  -0.158
O -1.6702 2.6163 2.4165  -0.145
H -2.4824 1.6863 4.0798  0.093
H -2.3179 3.5630 4.2196  0.094
H -0.9319 2.4879 4.2156  0.059
H -1.3124 3.5020 2.2736  0.086
C -1.3518 0.3750 -2.6085  -0.180
O -1.7858 0.8131 -3.8637  -0.083
H -1.1199 -0.6910 -2.7148  0.083
H -2.1394 0.5775 -1.8753  0.080
H -0.4927 0.9437 -2.3664  0.044
H -2.4977 0.2569 -4.1190  0.056

=====

no.,energy (Eh)
1,-1673.9045
2,-2575.1786
3,-4168.8613
4,-1421.7188